Entry 1:
{
  "formula": "H36O18",
  "method": "wB97M-V/def2-TZVPD",
  "species": ["O", "H", "H", "O", "H", "H", "O", "H", "H", "O", "H", "H", "O", "H", "H", "O", "H", "H", "O", "H", "H", "O", "H", "H", "O", "H", "H", "O", "H", "H", "O", "H", "H", "O", "H", "H", "O", "H", "H", "O", "H", "H", "O", "H", "H", "O", "H", "H", "O", "H", "H", "O", "H", "H"],
  "positions_angstrom": [[-3.9748, -1.7281, 0.4562], [-4.6373, -2.2636, 0.0120], [-3.7155, -2.2167, 1.2431], [0.7473, 0.7521, 0.1861], [1.0711, -0.1224, -0.0496], [0.2621, 0.5910, 1.0034], [2.9799, 2.6340, 0.8331], [3.2283, 2.3845, -0.0692], [2.1334, 2.1631, 0.7984], [3.7280, -0.9982, -0.1017], [4.5720, -1.0392, 0.3603], [3.9720, -0.6502, -0.9656], [-1.2191, 3.6114, 4.5799], [-1.1385, 3.1682, 3.7242], [-0.6938, 2.9960, 5.1074], [2.8346, -0.9695, 2.6720], [1.9805, -0.6676, 2.3531], [3.0344, -1.8402, 2.3179], [-2.9482, 0.0414, -2.2403], [-2.8600, -0.5995, -1.5380], [-2.5261, 0.8996, -2.1454], [1.5811, -4.2626, 0.4637], [2.3068, -3.9551, -0.0902], [1.0721, -4.8319, -0.1202], [-1.7939, 1.7747, 1.1903], [-1.3978, 1.4311, 0.3921], [-2.1586, 2.6593, 1.1603], [5.2551, -0.2616, -3.0822], [4.5072, -0.5507, -3.6301], [4.7979, 0.5532, -2.8196], [-3.3604, 2.1082, 3.8332], [-2.7568, 1.8679, 3.1240], [-2.9340, 2.8726, 4.2696], [-4.5756, 2.6785, -0.1531], [-5.5343, 2.7504, -0.1267], [-4.4047, 1.8564, 0.3221], [-1.1564, 2.6497, -2.7985], [-1.1054, 3.6029, -2.6911], [-1.1955, 2.4226, -3.7293], [-0.4455, -1.5683, -4.1529], [-0.0569, -2.4333, -4.2850], [-1.4022, -1.5957, -4.0893], [1.1015, -2.7854, 3.8522], [1.3620, -1.8692, 3.6991], [1.3012, -3.0842, 4.7385], [0.1122, -1.6170, -1.7182], [-0.2202, -0.7689, -2.0384], [-0.6888, -1.9059, -1.2637], [2.3742, 0.4672, -4.3419], [1.6349, 1.0700, -4.5093], [1.7826, -0.2692, -4.1152], [-0.2175, -1.3483, 1.5269], [-0.8090, -1.6299, 0.8216], [0.1940, -2.1736, 1.8243]],
  "forces_ev_per_angstrom": [[0.300, 0.137, -0.222], [-0.073, -0.074, 0.062], [-0.086, -0.009, 0.065], [-0.146, 0.612, -0.065], [0.143, -0.235, -0.100], [0.115, -0.116, 0.076], [-0.371, -0.378, -0.848], [0.629, 0.367, 0.187], [-0.243, -0.021, 0.619], [0.033, -0.075, -0.168], [-0.092, 0.104, 0.151], [0.058, -0.146, -0.199], [0.545, -0.401, -0.214], [0.051, 0.417, -0.203], [-0.087, 0.261, 0.432], [0.290, 0.391, 0.799], [0.168, -0.102, -0.695], [-0.435, 0.027, -0.275], [-0.435, -0.430, -1.446], [0.228, 0.586, 0.738], [0.234, -0.094, 0.779], [-0.023, 0.026, -0.057], [0.015, 0.178, 0.043], [-0.041, -0.058, 0.030], [-0.250, -0.630, 1.578], [0.043, 0.736, -0.655], [0.098, 0.134, -1.011], [-1.395, 0.447, 0.009], [0.481, -0.634, -0.321], [0.766, 0.322, 0.293], [-0.110, 0.399, 0.146], [-0.042, -0.279, -0.119], [-0.316, -0.559, -0.115], [-0.006, -0.159, 0.105], [-0.020, 0.139, -0.046], [0.147, -0.004, -0.014], [-0.019, -0.569, 0.467], [-0.053, -0.008, -0.303], [-0.032, 0.393, -0.156], [0.330, 0.954, -0.962], [-0.480, -0.240, 0.119], [-0.035, -0.418, -0.061], [-0.700, -0.479, -0.699], [0.486, -0.213, 0.804], [0.179, 0.434, 0.143], [-0.408, 0.258, 1.147], [0.415, 0.085, -0.431], [0.257, -0.502, 0.059], [-1.266, -0.282, 0.175], [0.636, 0.692, -0.195], [0.591, -0.547, 0.127], [-0.076, -0.479, 0.243], [0.045, 0.117, 0.085], [-0.042, -0.077, 0.099]],
  "nbo_charge": [-0.96, 0.48, 0.48, -0.99, 0.50, 0.49, -0.94, 0.45, 0.48, -0.96, 0.48, 0.48, -0.93, 0.47, 0.48, -0.94, 0.47, 0.48, -0.99, 0.48, 0.51, -0.94, 0.48, 0.47, -1.00, 0.50, 0.50, -0.93, 0.47, 0.46, -0.97, 0.47, 0.49, -0.95, 0.47, 0.48, -0.96, 0.49, 0.48, -0.97, 0.48, 0.49, -0.98, 0.49, 0.48, -0.93, 0.48, 0.45, -0.95, 0.47, 0.48, -0.98, 0.47, 0.51],
  "relative_energy_kj_mol": 352.3,
  "charge": 0,
  "multiplicity": 1,
  "gap_ev": 10.3
}


Entry 2:
{
  "formula": "C7H13NOPPt",
  "method": "wB97M-V/def2-TZVPD",
  "species": ["C", "C", "C", "C", "C", "Pt", "P", "H", "H", "H", "H", "H", "H", "H", "H", "C", "C", "N", "O", "H", "H", "H", "H", "H"],
  "positions_angstrom": [[1.2816, -0.2335, -1.7763], [0.0568, -0.1763, -2.5832], [-0.8500, -1.1422, -2.0979], [-0.2125, -1.8142, -0.9804], [1.2269, -1.3842, -1.0129], [-0.4811, 0.2192, -0.4505], [-0.0649, 2.3449, 0.6606], [1.9582, 0.6483, -1.7502], [-0.1219, 0.4204, -3.4704], [-1.8749, -1.4020, -2.4107], [2.0919, -1.7883, -0.4256], [-0.8126, -2.5817, -0.4513], [-1.2836, 3.0175, 0.8756], [0.4434, 3.3698, -0.1781], [0.5948, 2.7736, 1.8358], [0.2040, -1.1539, 3.4320], [-0.7714, -0.4736, 2.5335], [-1.3967, 0.6527, 2.9049], [-1.0104, -0.9321, 1.3747], [0.0059, -1.0083, 4.5093], [1.2414, -0.8319, 3.1864], [0.1247, -2.2231, 3.1895], [-2.1256, 1.0644, 2.3508], [-1.1728, 1.1875, 3.7595]],
  "forces_ev_per_angstrom": [[-0.044, 0.864, -2.288], [0.071, 0.669, -0.493], [-0.541, -0.985, 0.261], [1.254, -1.405, -1.932], [-0.202, -1.841, 2.092], [-0.093, 3.868, 1.865], [-0.957, -0.510, -1.352], [0.045, -1.385, -0.306], [0.107, 0.252, 0.355], [0.818, 0.389, -0.109], [-1.270, 0.521, -0.283], [1.276, 0.414, -0.160], [-0.006, 0.103, 0.308], [0.182, -0.135, 0.024], [0.106, -0.209, 0.193], [0.458, -0.368, 0.319], [-1.218, -0.115, -2.249], [0.583, 0.528, 1.620], [-0.028, -0.282, 3.481], [0.113, 0.116, -0.567], [-0.649, -0.065, 0.141], [0.138, 0.271, 0.145], [-0.158, -0.091, -0.579], [0.014, -0.603, -0.485]],
  "mulliken_spin": [0.11, 0.11, 0.13, 0.29, 0.04, 1.44, -0.18, -0.04, -0.03, -0.03, -0.04, -0.06, 0.08, 0.09, -0.03, 0.35, -0.12, 0.55, -0.23, -0.24, 0.05, 0.02, 0.14, -0.40],
  "charge": -1,
  "multiplicity": 3,
  "gap_ev": [2.5, 6.3]
}


Entry 3:
{
  "formula": "C3H4N4",
  "method": "wB97M-V/def2-TZVPD",
  "species": ["C", "N", "N", "C", "C", "N", "N", "H", "H", "H", "H"],
  "positions_angstrom": [[2.3175, -0.4255, -0.0255], [1.4385, 0.6119, -0.2156], [0.0733, 0.2122, -0.0247], [-0.9958, 0.9923, -0.0434], [-1.9959, 0.0595, -0.0843], [-1.4979, -1.1956, -0.1296], [-0.2831, -1.1272, -0.0229], [3.4050, -0.3602, 0.0275], [1.8193, -1.4104, 0.2321], [-1.2042, 2.1506, 0.2896], [-3.0767, 0.4925, -0.0031]],
  "forces_ev_per_angstrom": [[-4.732, 1.802, 0.370], [2.761, -3.672, 1.270], [3.454, -0.891, -0.046], [-1.807, 2.419, 1.323], [-3.599, 2.905, 0.117], [-4.076, -0.147, 0.513], [4.208, 0.921, -0.837], [-0.473, 0.755, -0.544], [1.039, 1.112, -0.383], [1.342, -3.261, -1.424], [1.884, -1.942, -0.358]],
  "nbo_charge": [-0.09, -0.22, -0.10, -0.06, -0.15, -0.20, -0.07, 0.21, 0.21, 0.26, 0.22],
  "relative_energy_kj_mol": 463.8,
  "charge": 0,
  "multiplicity": 1,
  "gap_ev": 9.6,
  "smiles": "C=Nn1ccnn1"
}


Entry 4:
{
  "formula": "C5H8",
  "method": "wB97M-V/def2-TZVPD",
  "species": ["C", "C", "C", "C", "C", "H", "H", "H", "H", "H", "H", "H", "H"],
  "positions_angstrom": [[-0.5080, 0.9366, -0.8316], [0.8125, 0.7967, -0.7387], [1.1909, -0.2975, 0.2325], [-0.1678, -0.6723, 0.8742], [-1.2317, -0.1838, -0.1255], [-1.0285, 1.7583, -1.3096], [1.5511, 1.4115, -1.2469], [1.6877, -1.1577, -0.2365], [1.8929, 0.1020, 0.9743], [-0.2534, -1.7368, 1.1098], [-0.2887, -0.1134, 1.8092], [-1.4855, -0.9693, -0.8538], [-2.1715, 0.1257, 0.3425]],
  "forces_ev_per_angstrom": [[0.137, 0.051, 0.017], [-0.139, 0.134, 0.089], [0.046, -0.032, 0.038], [-0.001, -0.056, 0.083], [-0.062, 0.004, 0.046], [0.093, -0.208, -0.331], [-0.145, 0.007, 0.173], [-0.117, 0.140, -0.056], [-0.048, -0.173, -0.071], [0.028, 0.137, -0.037], [0.043, -0.101, -0.110], [0.010, 0.138, 0.116], [0.155, -0.042, 0.041]],
  "nbo_charge": [-0.19, -0.19, -0.44, -0.39, -0.44, 0.21, 0.21, 0.21, 0.21, 0.21, 0.20, 0.20, 0.21],
  "relative_energy_kj_mol": 7.7,
  "charge": 0,
  "multiplicity": 1,
  "gap_ev": 10.3,
  "smiles": "C1=CCCC1"
}


Entry 5:
{
  "formula": "C5H5NS2",
  "method": "wB97M-V/def2-TZVPD",
  "species": ["C", "C", "C", "C", "C", "N", "S", "S", "H", "H", "H", "H", "H"],
  "positions_angstrom": [[-1.8994, 1.2483, 0.0028], [-1.1441, 0.1222, -0.2335], [0.6371, 0.2343, 0.0091], [-0.1588, -2.3643, 0.2785], [1.2313, 1.5541, -0.1860], [-2.4165, 2.1966, 0.4504], [-1.5443, -1.4784, -0.5271], [1.3794, -1.2751, 0.0947], [-0.1619, -2.7337, 1.2899], [-0.1796, -3.2733, -0.4107], [1.1956, 2.0926, 0.7130], [0.7523, 2.2307, -0.9061], [2.3089, 1.4460, -0.5751]],
  "forces_ev_per_angstrom": [[-0.307, 0.418, 1.061], [4.316, -0.099, 0.570], [-4.739, 0.000, -0.617], [0.674, -0.047, -2.286], [2.101, -0.322, -1.925], [0.202, -0.491, -0.802], [-0.605, -0.368, 0.569], [-0.463, -1.185, -0.194], [-0.763, 0.436, 0.496], [0.855, 1.062, 0.904], [0.404, 0.906, 1.497], [-0.325, -0.602, -0.119], [-1.350, 0.290, 0.846]],
  "mulliken_spin": [-0.06, 0.54, 0.72, 0.02, -0.02, 0.28, 0.21, 0.20, 0.02, 0.01, 0.05, 0.02, 0.01],
  "relative_energy_kj_mol": 0.0,
  "charge": 0,
  "multiplicity": 3,
  "gap_ev": [7.2, 8.8]
}


Entry 6:
{
  "formula": "C4H11NO2",
  "method": "wB97M-V/def2-TZVPD",
  "species": ["C", "C", "C", "C", "N", "H", "H", "H", "H", "H", "H", "H", "O", "H", "H", "O", "H", "H"],
  "positions_angstrom": [[-0.8322, 2.2958, -1.0150], [0.3913, 2.0427, -1.5002], [1.2777, 0.8976, -1.1867], [2.5572, 0.8030, -1.5921], [0.8109, 0.0588, -0.1730], [-1.3803, 3.1999, -1.2069], [-1.2802, 1.4871, -0.4495], [0.7800, 2.8247, -2.1465], [2.8638, 1.5891, -2.2681], [3.2345, 0.1287, -1.0960], [1.4226, -0.2107, 0.5754], [-0.1540, 0.1026, 0.1046], [-2.0284, -2.2502, 0.3454], [-1.7203, -3.1130, 0.6068], [-2.8830, -2.4332, -0.0232], [-1.1169, -2.8228, 3.8250], [-0.3279, -2.3260, 3.9635], [-1.6150, -2.2741, 3.2364]],
  "forces_ev_per_angstrom": [[1.002, -1.485, -0.042], [-0.481, 0.890, -0.675], [0.151, -0.009, 1.542], [-1.135, 1.103, -0.118], [-0.465, -0.399, -0.153], [-0.063, 0.069, -0.120], [-0.496, 0.468, 0.285], [0.442, -0.249, -0.063], [0.536, -0.261, -0.044], [0.181, -0.208, -0.362], [0.191, -0.004, -0.201], [0.134, 0.030, -0.066], [0.356, 0.445, 0.260], [0.403, -0.453, 0.199], [-0.731, 0.049, -0.352], [-0.363, -0.852, 0.244], [0.991, 0.435, 0.293], [-0.653, 0.431, -0.629]],
  "nbo_charge": [-0.39, -0.21, 0.14, -0.47, -0.83, 0.21, 0.17, 0.20, 0.20, 0.20, 0.38, 0.38, -0.94, 0.47, 0.47, -0.93, 0.46, 0.47],
  "relative_energy_kj_mol": 217.0,
  "charge": 0,
  "multiplicity": 1,
  "gap_ev": 8.6,
  "smiles": "C=CC(=C)N.O.O"
}


Entry 7:
{
  "formula": "C15H26IO2P2SeV",
  "method": "wB97M-V/def2-TZVPD",
  "species": ["C", "C", "H", "H", "H", "O", "I", "V", "P", "C", "C", "H", "H", "H", "H", "H", "H", "C", "H", "H", "H", "P", "C", "C", "H", "H", "H", "C", "H", "H", "H", "H", "H", "H", "C", "O", "Se", "C", "C", "C", "C", "C", "C", "H", "H", "H", "H", "H"],
  "positions_angstrom": [[5.1567, -2.8822, 0.3279], [3.9499, -2.5705, 1.0178], [5.8076, -3.4823, 0.9992], [5.6421, -1.9271, 0.0352], [4.8909, -3.4422, -0.5942], [3.0140, -2.3798, 1.6821], [1.8611, 0.1388, -2.8692], [0.4597, -0.0682, -0.8162], [-0.5080, -2.2138, -1.1196], [-1.7311, -2.8294, 0.0753], [-1.2561, -2.4146, -2.7523], [-1.8797, -3.3185, -2.7328], [0.3748, -4.4536, -1.3214], [-0.4666, -2.5072, -3.5081], [1.5657, -3.1975, -1.7957], [-2.4868, -2.0567, 0.2629], [-1.8661, -1.5315, -2.9779], [0.7959, -3.4720, -1.0668], [-2.2187, -3.7343, -0.3132], [1.2240, -3.4935, -0.0571], [-1.2212, -3.0534, 1.0215], [1.3280, 1.7462, 0.4314], [0.4327, 2.2150, 1.9383], [3.0044, 1.3815, 1.0092], [2.1631, 3.0655, -1.4002], [1.9270, 4.0266, 0.1071], [0.5185, 3.5665, -0.9242], [1.4999, 3.2532, -0.5466], [3.6109, 1.0691, 0.1517], [3.4414, 2.2846, 1.4576], [0.9236, 3.0816, 2.3999], [0.4332, 1.3706, 2.6399], [2.9651, 0.5722, 1.7490], [-0.6052, 2.4648, 1.6868], [0.4922, -0.7820, 0.9591], [0.5928, -1.2079, 2.0599], [-1.3810, 1.1090, -1.8235], [-2.6787, 1.7639, -0.5442], [-2.7883, 3.1443, -0.3079], [-3.7856, 3.6223, 0.5410], [-4.6874, 2.7408, 1.1497], [-4.5859, 1.3679, 0.8907], [-3.5995, 0.8792, 0.0320], [-2.1101, 3.8451, -0.7899], [-3.8730, 4.6936, 0.7107], [-5.4910, 3.1236, 1.7845], [-5.2969, 0.6765, 1.3437], [-3.5582, -0.1844, -0.2028]],
  "forces_ev_per_angstrom": [[0.073, 0.200, -0.608], [-3.935, 0.416, 3.804], [-0.276, 0.201, -0.167], [-0.074, -0.357, 0.191], [0.154, 0.089, 0.388], [4.681, -0.863, -3.533], [0.119, -0.267, 0.378], [-0.924, 1.297, -3.806], [-0.753, -1.623, 0.168], [-0.022, 0.392, 0.214], [-0.054, 0.380, -0.276], [0.175, 0.180, -0.066], [0.120, 0.194, 0.112], [-0.216, 0.008, 0.118], [-0.066, -0.190, 0.073], [0.094, -0.272, -0.015], [0.044, -0.394, -0.062], [0.290, 0.142, 0.009], [0.201, 0.233, 0.081], [-0.108, -0.196, -0.192], [-0.224, -0.025, -0.188], [0.046, 1.148, 1.316], [-0.171, -0.152, -0.067], [0.150, -0.314, -0.159], [-0.133, 0.139, 0.217], [-0.105, -0.131, -0.186], [0.273, 0.008, 0.134], [-0.087, 0.051, -0.371], [0.039, 0.127, 0.165], [-0.101, -0.268, -0.053], [-0.117, -0.192, -0.096], [-0.004, 0.313, -0.075], [0.093, 0.260, -0.021], [0.168, 0.013, 0.079], [0.133, -1.994, 6.344], [-0.509, 1.833, -5.023], [0.500, -0.042, 1.512], [-0.210, 0.080, 0.062], [0.090, -0.081, -0.030], [0.006, -0.138, -0.014], [0.157, -0.194, -0.288], [-0.015, 0.105, -0.088], [0.118, -0.096, 0.273], [-0.141, -0.084, 0.040], [0.035, -0.225, -0.040], [0.358, -0.153, -0.182], [0.186, 0.179, -0.170], [-0.059, 0.264, 0.096]],
  "mulliken_spin": [0.00, 0.00, 0.00, 0.00, 0.00, 0.00, 0.01, 0.66, -0.03, 0.01, -0.01, 0.00, 0.00, 0.00, 0.00, 0.00, 0.00, 0.00, 0.00, 0.00, 0.00, -0.07, 0.02, 0.02, 0.00, 0.00, 0.00, 0.00, 0.00, 0.00, 0.00, 0.00, 0.00, -0.01, 0.01, 0.08, 0.22, 0.05, 0.00, 0.00, 0.04, -0.01, 0.01, 0.00, 0.00, 0.00, 0.00, 0.00],
  "charge": 3,
  "multiplicity": 2,
  "gap_ev": [5.8, 5.3]
}


Entry 8:
{
  "formula": "C6H12BrNO",
  "method": "wB97M-V/def2-TZVPD",
  "species": ["C", "C", "C", "C", "C", "Br", "C", "N", "O", "H", "H", "H", "H", "H", "H", "H", "H", "H", "H", "H", "H"],
  "positions_angstrom": [[0.5089, 2.0273, -0.4724], [0.4088, 0.4840, -0.5691], [1.7258, -0.1484, -0.2223], [-0.7180, -0.1643, 0.2651], [-0.3144, 0.0854, 1.9673], [-2.4339, 0.7872, -0.0838], [-0.8512, -1.5981, -0.0846], [-1.5072, -1.8483, -1.2673], [-0.3963, -2.4503, 0.6581], [1.4708, 2.2729, -1.0713], [0.3567, 2.2860, 0.5949], [-0.2691, 2.5235, -1.1139], [0.2439, 0.3133, -1.6642], [1.8968, -0.4539, 0.8021], [1.8867, -1.1272, -0.7794], [2.5745, 0.5366, -0.5252], [-1.2686, 0.3033, 2.4671], [0.0595, -0.9282, 2.2999], [0.3298, 0.9482, 1.9616], [-1.9790, -1.1044, -1.6389], [-1.7245, -2.7445, -1.5236]],
  "forces_ev_per_angstrom": [[-0.063, -0.239, -1.542], [-0.591, 0.709, -1.210], [2.211, -1.287, -1.215], [1.060, 2.491, 2.784], [-1.859, -2.065, -2.943], [0.274, -0.089, 0.150], [-0.828, -1.453, 0.073], [2.511, 0.606, 2.426], [-0.029, -0.061, -0.623], [-1.211, 0.069, 1.874], [0.807, 0.695, -0.859], [0.363, -0.521, 0.962], [-0.152, -0.266, 0.816], [-0.253, 0.378, 0.387], [-0.260, 1.162, 0.440], [-0.890, -0.835, 0.331], [0.429, -0.036, -0.124], [0.011, 1.562, -0.252], [0.414, -0.189, 0.444], [-1.442, 1.793, -1.324], [-0.501, -2.426, -0.596]],
  "nbo_charge": [-0.61, -0.29, -0.63, -0.07, -0.60, -0.02, 0.61, -0.81, -0.60, 0.22, 0.21, 0.22, 0.21, 0.23, 0.22, 0.22, 0.22, 0.26, 0.21, 0.39, 0.40],
  "relative_energy_kj_mol": 34.1,
  "charge": 0,
  "multiplicity": 1,
  "gap_ev": 10.6,
  "smiles": "CC(C)[C@@](C)(Br)C(N)=O"
}